# 1
{
  "formula": "C10H20P2",
  "method": "wB97M-V/def2-TZVPD",
  "symbols": ["H", "P", "C", "C", "C", "C", "C", "H", "H", "H", "H", "H", "H", "H", "H", "H", "H", "C", "C", "C", "C", "C", "P", "H", "H", "H", "H", "H", "H", "H", "H", "H"],
  "coordinates": [[-2.350786, -1.894600, -1.478562], [-3.044460, -2.277370, -0.322189], [-3.063583, -0.813589, 0.477257], [-2.519530, 0.544160, 0.136861], [-1.567094, 0.956330, 1.268160], [-3.701925, 1.523320, 0.088852], [-1.773272, 0.587269, -1.191420], [-3.577711, -0.826316, 1.434163], [-2.071837, 0.912765, 2.231607], [-1.212890, 1.973210, 1.111207], [-0.712330, 0.282734, 1.299931], [-4.433464, 1.198637, -0.645340], [-4.192723, 1.577423, 1.056964], [-3.357086, 2.516320, -0.179110], [-2.440885, 0.342579, -2.016013], [-0.939244, -0.113888, -1.185004], [-1.377399, 1.588582, -1.361032], [3.559625, -0.670492, 1.240951], [2.685414, -0.639978, -0.018678], [2.181952, 0.786875, -0.278219], [3.486165, -1.145388, -1.226970], [1.543001, -1.516132, 0.169903], [0.328745, -2.466988, 0.336846], [4.439067, -0.044149, 1.101426], [3.003689, -0.301251, 2.100088], [3.887170, -1.686459, 1.451625], [1.584548, 1.138946, 0.560228], [1.566673, 0.814738, -1.175749], [3.023588, 1.464129, -0.413279], [3.862451, -2.148376, -1.037570], [4.329432, -0.487085, -1.423875], [2.854710, -1.175945, -2.113044]],
  "forces_ev_per_a": [[0.218, 0.131, -0.288], [-0.407, 0.092, 0.532], [-0.038, -0.358, -0.384], [0.068, 0.248, -0.042], [-0.068, -0.120, -0.062], [0.087, -0.234, 0.058], [-0.055, -0.030, 0.114], [-0.047, -0.066, 0.127], [-0.042, 0.029, 0.112], [0.064, 0.123, -0.022], [0.096, -0.002, 0.033], [-0.114, -0.010, -0.129], [-0.105, 0.035, 0.141], [0.080, 0.224, -0.031], [0.009, -0.033, -0.110], [0.045, -0.014, -0.080], [0.017, 0.068, 0.006], [-0.026, -0.016, -0.007], [0.348, 0.344, -0.086], [0.009, -0.055, -0.013], [-0.064, -0.015, 0.005], [-1.248, -1.042, 0.156], [0.979, 0.530, -0.031], [0.074, 0.074, -0.038], [-0.030, 0.012, 0.078], [0.026, -0.056, 0.034], [-0.051, 0.047, 0.050], [-0.051, 0.028, -0.049], [0.102, 0.045, -0.011], [0.030, -0.072, -0.015], [0.104, 0.099, 0.013], [-0.011, -0.007, -0.061]],
  "gap_ev": 9.320,
  "smiles": "[H]/P=C\\C(C)(C)C.CC(C)(C)C#P",
  "de_lowest_ev": 0.000
}

# 2
{
  "formula": "C5H9NO",
  "method": "wB97M-V/def2-TZVPD",
  "symbols": ["C", "C", "C", "N", "C", "C", "O", "H", "H", "H", "H", "H", "H", "H", "H", "H"],
  "coordinates": [[2.344686, -0.312335, 0.046596], [1.021017, 0.454626, -0.021970], [-0.073830, -0.259795, -0.826400], [-1.068058, 0.328857, 0.048259], [-2.447791, -0.071687, 0.144510], [-0.155401, 0.715448, 1.008862], [-0.328316, 1.159771, 2.117245], [2.194149, -1.397981, 0.034477], [2.996854, -0.062547, 0.885138], [2.899849, -0.075608, -0.872583], [1.217013, 1.444704, -0.448584], [-0.153361, -0.012797, -1.886764], [-0.026622, -1.351443, -0.688036], [-2.923385, 0.441697, 0.983008], [-2.977197, 0.188378, -0.780425], [-2.525799, -1.158747, 0.295736]],
  "forces_ev_per_a": [[0.005, 0.005, 0.144], [0.078, 0.045, -0.112], [-0.003, -0.082, -0.310], [0.013, -0.123, 0.135], [-0.122, 0.005, 0.063], [-0.028, 0.084, 0.126], [0.391, -0.345, -0.476], [-0.070, 0.202, 0.218], [-0.195, 0.099, 0.025], [-0.096, -0.055, 0.238], [-0.058, -0.104, -0.004], [-0.135, 0.013, 0.033], [0.074, 0.163, -0.205], [0.107, -0.059, -0.099], [0.078, -0.026, 0.208], [-0.038, 0.181, 0.015]],
  "gap_ev": 10.228,
  "smiles": "C[C@H]1CN(C)C1=O",
  "de_lowest_ev": 1.274
}

# 3
{
  "formula": "C29H27BrN6OTc",
  "method": "wB97M-V/def2-TZVPD",
  "symbols": ["Tc", "O", "C", "N", "C", "C", "C", "C", "C", "C", "N", "C", "C", "C", "C", "C", "N", "H", "H", "H", "H", "H", "H", "H", "H", "H", "H", "Br", "C", "C", "C", "N", "C", "C", "H", "H", "H", "H", "C", "C", "C", "C", "N", "N", "C", "H", "H", "H", "H", "H", "H", "H", "H", "C", "C", "C", "C", "C", "C", "C", "H", "H", "H", "H", "H"],
  "coordinates": [[-0.018018, 0.447771, 0.383749], [1.135607, 1.973141, 3.907853], [0.970029, 1.227229, 2.992467], [0.549237, 1.652886, 1.707311], [0.320408, 3.099177, 1.515337], [-0.132532, 3.355536, 0.108166], [-0.253115, 4.638634, -0.397982], [-0.647402, 4.809552, -1.711732], [-0.895446, 3.687575, -2.498625], [-0.761471, 2.442312, -1.937716], [-0.400648, 2.270898, -0.648725], [1.179177, -0.251620, 3.028248], [1.751793, -0.888473, 4.107080], [1.979564, -2.255299, 4.018609], [1.637448, -2.918563, 2.847784], [1.060348, -2.206361, 1.812338], [0.814232, -0.888955, 1.901846], [1.242658, 3.641666, 1.729379], [-0.420019, 3.454330, 2.235230], [-0.033680, 5.488484, 0.236372], [-0.754707, 5.804318, -2.125158], [-1.194479, 3.779077, -3.533822], [-0.956467, 1.542379, -2.508526], [2.010251, -0.306849, 4.982830], [2.424928, -2.794252, 4.844671], [1.810649, -3.979821, 2.730713], [0.766371, -2.694487, 0.889905], [6.972556, -0.726635, -1.504419], [5.159768, -0.690827, -1.316653], [4.364863, -1.686711, -1.894919], [3.006734, -1.610044, -1.782635], [2.411857, -0.587460, -1.095639], [3.189216, 0.355481, -0.481242], [4.546201, 0.335202, -0.582215], [4.808622, -2.513984, -2.431417], [2.342550, -2.346808, -2.208709], [2.661143, 1.122429, 0.069762], [5.133241, 1.104598, -0.100460], [-3.860780, -2.527743, 2.857915], [-3.361644, -1.439513, 1.970091], [-4.043690, -0.444957, 1.273641], [-3.099994, 0.293641, 0.596011], [-1.848430, -0.221022, 0.841569], [-2.072667, -1.278894, 1.690171], [-3.371713, 1.449530, -0.301179], [-4.570381, -3.151714, 2.314896], [-4.387250, -2.094484, 3.708561], [-3.054790, -3.158058, 3.230784], [-5.108415, -0.277076, 1.276356], [-1.300350, -1.801726, 2.064749], [-4.446747, 1.596025, -0.371153], [-2.991290, 1.264263, -1.304156], [-2.933430, 2.372400, 0.078190], [0.985204, -0.502698, -0.980760], [0.194342, -1.074134, -2.068665], [0.529350, -0.730429, -3.391655], [-0.297344, -1.122277, -4.429084], [-1.446447, -1.865446, -4.164901], [-1.771625, -2.222421, -2.862423], [-0.961380, -1.821114, -1.813457], [1.409056, -0.134127, -3.606067], [-0.043300, -0.856202, -5.446862], [-2.084247, -2.178402, -4.981342], [-2.647473, -2.826780, -2.666134], [-1.196032, -2.132168, -0.804151]],
  "forces_ev_per_a": [[0.097, -0.509, -0.368], [0.083, 0.040, 0.077], [-0.116, 0.165, -0.261], [0.391, -0.107, -0.130], [-0.145, -0.238, 0.094], [0.049, -0.144, -0.027], [-0.010, 0.071, 0.011], [-0.015, 0.031, -0.037], [-0.015, 0.069, -0.058], [0.002, -0.066, 0.137], [0.021, 0.046, 0.007], [-0.040, 0.029, -0.199], [0.035, 0.000, 0.077], [0.020, -0.033, 0.044], [0.027, -0.036, 0.022], [-0.083, 0.070, 0.012], [-0.124, -0.149, -0.059], [0.037, 0.011, 0.015], [-0.034, 0.014, 0.026], [-0.018, -0.021, -0.021], [0.008, -0.022, 0.008], [0.011, 0.023, 0.023], [0.022, 0.006, 0.025], [0.003, -0.021, -0.001], [-0.005, 0.011, 0.000], [0.007, 0.009, 0.021], [0.003, 0.005, 0.009], [0.389, -0.026, -0.031], [-0.136, 0.000, 0.033], [-0.106, -0.051, -0.024], [-0.063, 0.086, 0.070], [-0.263, 0.160, -0.079], [-0.050, -0.081, -0.049], [-0.088, 0.015, 0.036], [0.006, 0.022, -0.016], [-0.001, 0.003, -0.035], [0.000, 0.011, -0.029], [0.008, -0.002, -0.024], [0.036, 0.147, -0.068], [-0.112, -0.275, 0.110], [-0.116, 0.028, 0.057], [0.168, -0.056, -0.106], [-0.451, 0.288, -0.019], [0.140, 0.106, -0.020], [0.006, -0.030, 0.041], [-0.008, 0.008, 0.002], [-0.009, -0.004, -0.003], [0.010, 0.028, -0.019], [0.030, -0.020, -0.019], [0.009, -0.025, 0.035], [-0.001, -0.007, 0.006], [-0.023, -0.004, -0.009], [0.008, -0.012, 0.003], [0.517, 0.596, 0.542], [-0.049, -0.073, 0.243], [-0.094, 0.013, -0.105], [0.031, -0.011, 0.060], [-0.021, -0.011, -0.017], [-0.001, 0.007, -0.026], [0.013, -0.099, -0.018], [0.000, -0.014, 0.028], [-0.014, -0.007, 0.015], [0.022, 0.004, -0.003], [0.012, 0.014, -0.020], [-0.009, 0.017, 0.009]],
  "gap_ev": 6.912,
  "total_charge": 3
}

# 4
{
  "formula": "C2H3GaO3",
  "method": "wB97M-V/def2-TZVPD",
  "symbols": ["O", "C", "C", "O", "Ga", "H", "H", "H", "O"],
  "coordinates": [[0.201490, -1.287575, 0.853792], [0.364887, -0.344935, -0.147191], [-0.882911, 0.591990, -0.136875], [-1.052342, 1.145468, 1.141862], [0.447123, 0.329655, 1.829110], [-1.761101, -0.019548, -0.439739], [-0.737635, 1.369532, -0.918611], [1.165345, -0.379383, -1.070617], [1.561653, 0.508758, 0.339328]],
  "forces_ev_per_a": [[0.410, -0.131, -1.057], [3.019, 0.676, -0.478], [-0.600, -0.021, -1.982], [-0.038, 0.135, 0.456], [0.186, 0.309, -0.219], [0.422, 0.260, 0.353], [-0.019, -0.215, 0.620], [-2.785, -1.166, 1.040], [-0.595, 0.152, 1.268]],
  "gap_ev": 7.522,
  "de_lowest_ev": 4.311
}

# 5
{
  "formula": "C10H9NO",
  "method": "wB97M-V/def2-TZVPD",
  "symbols": ["C", "O", "C", "C", "C", "C", "C", "C", "C", "C", "C", "N", "H", "H", "H", "H", "H", "H", "H", "H", "H"],
  "coordinates": [[3.573145, 0.081896, 0.997898], [2.457778, -0.394418, 1.693142], [1.241974, -0.396950, 1.107265], [0.170720, -0.793043, 1.997507], [-1.063719, -0.739214, 1.466570], [-1.216715, -0.378126, 0.069434], [-2.581881, -0.198177, -0.367200], [-2.831597, 0.438354, -1.570519], [-1.640002, 0.747945, -2.387608], [-0.289609, 0.529713, -2.008608], [-0.097248, 0.068649, -0.709170], [1.117581, -0.018388, -0.083757], [3.765463, -0.521195, 0.068356], [4.402081, 0.010773, 1.634335], [3.405615, 1.032690, 0.531769], [0.360848, -0.820540, 3.154390], [-2.018515, -0.995146, 2.059529], [-3.472712, -0.343481, 0.331032], [-3.915037, 0.795994, -1.793427], [-1.786286, 1.147974, -3.448989], [0.418115, 0.744689, -2.741951]],
  "forces_ev_per_a": [[-0.664, -1.044, -2.914], [-0.389, -0.332, 0.864], [0.169, -0.458, 2.198], [0.670, 0.912, 2.217], [-1.277, -0.732, -0.213], [-1.817, 0.594, 0.316], [-0.316, 0.901, 0.108], [0.772, 0.655, -0.468], [-0.672, -0.040, -0.938], [-4.147, 0.113, 0.357], [-0.563, -1.519, 2.196], [0.526, 0.824, -2.694], [-0.081, -0.035, 0.914], [1.022, 0.187, 0.936], [-0.087, 1.000, 0.430], [-0.262, -0.419, -2.550], [1.736, 0.556, -0.959], [1.565, -0.182, -0.852], [2.281, -0.812, -0.078], [0.036, -0.494, 1.698], [1.499, 0.323, -0.569]],
  "gap_ev": 9.146,
  "smiles": "COc1ccc2ccccc2n1",
  "de_lowest_ev": 1.293
}

# 6
{
  "formula": "C7H8O",
  "method": "wB97M-V/def2-TZVPD",
  "symbols": ["C", "C", "C", "C", "C", "C", "C", "O", "H", "H", "H", "H", "H", "H", "H", "H"],
  "coordinates": [[0.302332, -2.530559, 0.880016], [0.014894, -3.471144, 0.090207], [0.727379, -1.431918, 1.557623], [0.704154, 0.810741, -2.359748], [0.307795, -0.076797, 1.434648], [-0.937002, 0.190489, 0.523889], [-0.207117, 0.211183, -1.558899], [-0.694453, 1.024468, -0.570532], [1.762009, -1.558031, 1.912420], [-0.528592, -0.894133, -1.579741], [1.406378, 0.186294, -2.935077], [0.944287, 1.814551, -2.186784], [0.136835, 0.333414, 2.444007], [1.123455, 0.589273, 1.025513], [-1.261036, -0.804199, 0.193885], [-1.751356, 0.599769, 0.974423]],
  "forces_ev_per_a": [[-0.076, 1.812, 1.371], [-0.192, -0.569, -0.367], [2.253, -2.786, -2.095], [-0.191, -3.256, 0.411], [-1.476, 3.166, -0.426], [1.281, -1.878, 0.134], [1.894, 0.535, -1.701], [-0.485, -1.224, -0.250], [-0.529, 0.010, 0.742], [0.558, 1.947, 0.008], [-0.884, 0.495, -0.290], [0.312, 1.284, 0.188], [0.043, -0.024, -0.134], [-0.374, -0.930, 0.443], [-0.117, 0.180, -0.089], [-2.015, 1.239, 2.056]],
  "gap_ev": 7.310,
  "de_lowest_ev": 6.998
}

Respective HOMO values: -8.91, -9.36, -17.32, -10.24, -8.60, -9.03 eV.